(1)
DFT (wB97M-V/def2-TZVPD) results for a gas-phase ion, C22H23F2 (charge +1).

Output
- ΔE to the lowest compared entry with this formula, charge and spin (kcal per mole) = 98.11
- HOMO level (eV) = -11.4
- LUMO level (hartree) = -0.2205
- frontier orbital gap (eV) = 5.40
- molecular weight (g mol⁻¹) = 325.4
- energy (a.u.) = -1051.40898

```
! RIJCOSX wB97M-V def2-TZVPD def2/J DEFGRID3
* xyz 1 1
F 3.43635 3.70378 3.10951
F -2.96677 0.82194 5.09216
C 1.24468 0.09065 -1.46641
C -2.55960 -0.09303 -2.28627
C 3.68952 3.62583 -0.57459
C -3.26420 -2.26550 3.14087
C -0.29845 -0.87738 -3.30242
C 3.20774 3.31055 1.80569
C -3.49609 -1.31933 4.18645
C 2.41713 2.19158 1.51459
C -2.33889 -2.00007 2.11459
C 1.57558 -2.37383 -2.19130
C 0.77190 -1.13603 -2.25411
C 3.83798 4.03512 0.77855
C -0.55576 -0.59180 1.06196
C 2.88426 2.48591 -0.85797
C 0.16518 0.54257 0.91315
C -1.89257 0.18186 3.03756
C -1.59895 -0.79599 2.06604
C 1.40102 0.45195 -0.01599
C -1.90416 -2.57330 -2.47702
C 2.20894 1.75489 0.17142
C -2.78140 -0.11031 4.08069
C -1.66305 -1.25553 -2.68311
H 1.00980 -3.16519 -2.73529
H -2.79621 -2.85266 -1.89377
H 2.77893 2.16218 -1.92337
H 1.62831 -2.56894 -1.08081
H -4.16858 -1.52024 5.05631
H 4.15821 4.15233 -1.45375
H -3.83502 -3.22162 3.18764
H -3.60665 -0.40352 -2.47553
H -2.29221 0.80322 -2.89575
H 2.61921 -2.32339 -2.63519
H -0.38172 -1.44582 0.38510
H 1.97130 1.62870 2.34098
H 4.49609 4.87701 0.95580
H 0.42575 0.83768 -1.61592
H -2.14660 -2.78416 1.37918
H -2.40356 0.10133 -1.19984
H 2.04824 0.55741 -2.16649
H 2.18316 -0.48310 0.01690
H -1.26423 -3.37176 -2.91796
H -1.40979 1.14969 3.06704
H -0.12125 -1.51389 -4.19339
H -0.32415 0.16377 -3.71829
H -0.08944 1.41646 1.55242
*
```

Atom charges from the Löwdin analysis, given in e for atoms 1 to 8: number 1, F, carries 0.047; number 2, F, carries 0.032; number 3, C, carries -0.150; number 4, C, carries -0.034; number 5, C, carries -0.050; number 6, C, carries -0.058; number 7, C, carries -0.111; number 8, C, carries -0.220

(2)
DFT (wB97M-V/def2-TZVPD) results for a molecular structure, C22H23F2IrN3O3P.

Output
- ΔE to the lowest compared entry with this formula, charge and spin (kcal per mole) = 5.61
- HOMO level (spin up / spin down) (eV) = -11.3 / -11.3
- LUMO level (spin up / spin down) (hartree) = -0.1058 / -0.1923
- frontier orbital gap (spin up / spin down) (eV) = 8.37 / 6.07
- molecular weight (g mol⁻¹) = 638.6
- energy (a.u.) = -1887.30751

```
! RIJCOSX wB97M-V def2-TZVPD def2/J DEFGRID3
* xyz 1 2
Ir 0.11945 0.56707 0.07619
P 1.11247 -1.28426 -1.09260
F -1.41522 5.56377 -0.21230
F 1.35555 4.61080 3.40472
O 3.03840 1.56704 0.25474
O 1.21876 -0.21365 1.69871
O 1.60119 1.41261 -1.29473
N -1.10185 1.44697 -1.29166
N 1.09635 -1.22055 3.68046
N 2.76933 1.83169 -0.88505
C 0.71861 4.19335 2.30749
C 0.63919 -4.74228 1.03547
C -2.64825 2.80803 -3.11728
C 0.46483 -2.83919 -0.43584
C -0.03349 5.11070 1.59753
C -1.26785 2.78533 -1.15421
C 0.92965 -1.34049 -2.89229
C -1.41533 -4.32517 -0.14321
C -0.68017 4.66605 0.46259
C -0.85269 -3.20129 -0.72396
C -2.49797 1.43259 -3.21928
C 0.16255 2.45578 0.79560
C 0.84473 2.87117 1.92463
C -1.42341 -0.25871 1.14719
C 0.53213 -0.84566 2.54133
C 2.89602 -1.33698 -0.83434
C -1.71579 0.79528 -2.28400
C -0.66937 -5.09588 0.74109
C 1.20593 -3.61653 0.45242
C -0.60007 3.34865 0.02237
C -0.88778 -1.19651 2.23319
C -2.03807 3.48463 -2.07929
H -2.97171 0.86217 -4.00437
H -2.15707 4.54944 -1.97567
H 3.35317 -0.54312 -1.42024
H 2.22951 -3.35587 0.68944
H -3.24746 3.35029 -3.83593
H 1.24169 -0.37269 -3.28626
H -1.96356 0.58134 1.59800
H -0.85570 -2.22727 1.86203
H -1.44921 -2.60220 -1.40379
H -2.14487 -0.77744 0.51088
H -2.43351 -4.60331 -0.38030
H -0.11284 6.14089 1.91269
H -1.10781 -5.97531 1.19335
H -1.49201 -1.20748 3.14224
H 1.22562 -5.34787 1.71376
H 3.14178 -1.16924 0.21216
H 1.48630 2.20621 2.48441
H 0.57607 -1.72250 4.37868
H 1.55679 -2.13157 -3.30341
H 3.27764 -2.30118 -1.17170
H -1.57094 -0.27372 -2.30565
H -0.10014 -1.52730 -3.18600
H 2.06045 -0.98662 3.86000
*
```

Atom charges from the Löwdin analysis, given in e for atoms 1 to 8: number 1, Ir, carries 1.340; number 2, P, carries 0.849; number 3, F, carries 0.089; number 4, F, carries 0.098; number 5, O, carries -0.060; number 6, O, carries -0.146; number 7, O, carries -0.343; number 8, N, carries -0.067

(3)
DFT (wB97M-V/def2-TZVPD) results for a molecular structure, C22H23F3N2O4PS4W.

Output
- HOMO level (spin up / spin down) (eV) = -10.8 / -11.3
- LUMO level (spin up / spin down) (hartree) = -0.0994 / -0.1351
- frontier orbital gap (spin up / spin down) (eV) = 8.08 / 7.61
- molecular weight (g mol⁻¹) = 779.5
- energy (a.u.) = -3563.38281

```
! RIJCOSX wB97M-V def2-TZVPD def2/J DEFGRID3
* xyz 1 3
W -0.39502 -0.82890 0.34130
S -1.42003 -1.00427 -1.92763
S -1.86421 -2.74685 1.00123
S 1.41489 -2.08080 1.56476
S -1.88701 0.69500 2.07820
P -1.98325 -2.76326 -1.03906
F 5.68028 -2.91823 0.10778
F 3.99038 -4.16553 0.65479
F 4.45563 -2.39817 1.81945
O -0.58238 -0.00134 2.33486
O -1.80041 2.12326 2.12211
O -2.29668 0.16151 0.74680
O 0.19541 1.18402 -0.05804
N 0.46024 3.39095 0.33764
N 1.37514 -1.12729 -0.74698
C -3.02681 0.13408 3.30404
C 3.95942 -1.64314 -1.56262
C 0.93475 -5.59045 -1.45126
C 3.52892 -2.08248 -0.32701
C 4.42222 -2.89240 0.57415
C 0.77481 4.46028 1.26781
C -6.39753 -3.56303 -1.92441
C -0.95054 -4.12076 -1.65375
C 3.09378 -0.90147 -2.36567
C -3.70307 -3.10304 -1.49619
C -4.48387 -2.12082 -2.09477
C 1.81427 -0.66699 -1.93149
C -5.83411 -2.35634 -2.30931
C -0.57816 -5.81860 -3.31070
C 0.54042 2.13701 0.69584
C 0.18463 -4.53231 -0.96376
C -0.14032 3.78079 -0.93030
C -4.26718 -4.31789 -1.10768
C 2.22872 -1.77822 0.07692
C 0.54745 -6.23916 -2.61657
C -1.33248 -4.75971 -2.83143
C -5.61465 -4.54272 -1.32678
H 3.41574 -0.53086 -3.32729
H -0.25739 2.90749 -1.56243
H 1.11579 -7.08579 -2.97830
H -2.68128 0.52742 4.25784
H 1.35763 5.22581 0.75884
H 0.99191 1.94354 1.66714
H 1.81458 -5.91012 -0.90810
H -4.01191 0.52122 3.05571
H -4.04516 -1.17933 -2.39351
H -6.44429 -1.58954 -2.76761
H -6.05971 -5.48049 -1.02169
H 1.34771 4.07285 2.10736
H -1.12021 4.22866 -0.75753
H 4.96435 -1.86411 -1.89516
H 0.46287 -4.05031 -0.03664
H -3.01222 -0.95361 3.29504
H 1.10075 -0.11730 -2.52729
H -2.21583 -4.42032 -3.35910
H -3.64908 -5.07840 -0.64449
H -0.14753 4.90258 1.64672
H -7.45274 -3.73972 -2.08570
H -0.86867 -6.31731 -4.22571
H 0.50117 4.50831 -1.42547
*
```

Atom charges from the Löwdin analysis, given in e for atoms 1 to 8: number 1, W, carries 1.084; number 2, S, carries 0.418; number 3, S, carries 0.376; number 4, S, carries 0.740; number 5, S, carries 0.461; number 6, P, carries 0.252; number 7, F, carries 0.150; number 8, F, carries 0.145

(4)
DFT (wB97M-V/def2-TZVPD) results for C22H23F3N6O3 in the gas phase.

Output
- HOMO level (eV) = -8.6
- SMILES string = COc1ccc(C(=O)NNC(=O)CN2CCC(n3nnc4cc(C(F)(F)F)ccc43)CC2)cc1
- LUMO level (hartree) = 0.0159
- frontier orbital gap (eV) = 9.05
- molecular weight (g mol⁻¹) = 476.5
- energy (a.u.) = -1706.00876

```
! RIJCOSX wB97M-V def2-TZVPD def2/J DEFGRID3
* xyz 0 1
F -4.52303 1.55737 1.64385
F -4.85559 3.13604 0.22619
F -5.17834 1.08810 -0.34378
O 0.35640 -0.24241 1.92335
O -4.66884 -2.87157 -0.90217
O 3.73059 -2.29984 -0.43549
N 1.38291 -1.96143 0.92916
N -0.50034 0.06940 -2.22827
N 4.80094 0.74181 0.34266
N 0.94789 1.30727 -1.22881
N 0.72992 0.34493 -2.13310
N 2.61950 -1.42954 1.30826
C -1.00673 -1.72151 0.65391
C -1.10445 -2.49647 -0.50346
C -1.99941 2.63382 0.57103
C -0.24471 1.68193 -0.68843
C -0.65976 2.59895 0.27435
C 3.70265 -1.52679 0.50197
C 2.30679 1.72804 -0.92709
C -3.51267 -2.46215 -0.33552
C -2.33929 -2.85661 -0.98903
C 2.50658 1.78703 0.59384
C 0.26708 -1.23288 1.20604
C -4.35643 1.89251 0.34833
C 3.25831 0.74012 -1.61128
C -2.92392 1.79743 -0.08180
C 4.69510 0.85951 -1.09347
C -2.17660 -1.31580 1.29206
C -5.89187 -2.47397 -0.32159
C 4.85852 -0.59946 0.88598
C -3.41823 -1.68534 0.81816
C -1.18795 0.85462 -1.35734
C -2.54641 0.90888 -1.06184
C 3.99127 1.73690 0.99904
H -2.43092 -3.44016 -1.89072
H 1.94276 0.98005 1.05758
H -3.24739 0.27372 -1.57637
H -6.66764 -2.90824 -0.94970
H -2.36455 3.31554 1.32378
H 4.06462 1.60449 2.08082
H 3.23967 0.90871 -2.68771
H 5.77411 -1.06251 0.50372
H 5.30705 0.08447 -1.55621
H 4.92972 -0.52451 1.97319
H 2.09858 2.71988 0.98393
H 2.89856 -0.27330 -1.44501
H -5.99709 -1.38575 -0.31621
H -0.22504 -2.78877 -1.05638
H 4.44389 2.70577 0.75276
H -5.99386 -2.85872 0.69758
H -2.09450 -0.69993 2.17507
H 5.10651 1.83724 -1.36873
H 2.46046 2.73036 -1.35192
H 2.51516 -0.73594 2.04013
H 1.45136 -2.66909 0.21085
H 0.02864 3.25402 0.77996
H -4.29997 -1.35621 1.34384
*
```

Atom charges from the Löwdin analysis, given in e for atoms 1 to 8: number 1, F, carries 0.132; number 2, F, carries 0.141; number 3, F, carries 0.128; number 4, O, carries 0.041; number 5, O, carries -0.070; number 6, O, carries 0.063; number 7, N, carries 0.123; number 8, N, carries 0.088

(5)
DFT (wB97M-V/def2-TZVPD) results for C22H23FN2O5 in the gas phase.

Output
- HOMO level (eV) = -7.5
- SMILES string = O=C(COC(=O)CCC(=O)c1ccc(F)cc1)Nc1ccc(N2CCOCC2)cc1
- LUMO level (hartree) = 0.0090
- frontier orbital gap (eV) = 7.78
- molecular weight (g mol⁻¹) = 414.4
- energy (a.u.) = -1437.75136

```
! RIJCOSX wB97M-V def2-TZVPD def2/J DEFGRID3
* xyz 0 1
F 1.45804 1.77914 -2.60554
O -4.89943 -0.09671 -1.28114
O -4.61728 -1.25021 0.62182
O -2.62306 1.08758 2.05701
O -2.34516 -2.83071 -1.57850
O 6.30636 0.05578 0.25086
N -1.95307 -1.63915 0.33300
N 3.54639 -0.56603 0.27051
C -4.92483 -0.15354 -0.08076
C -2.72101 -2.30646 -0.55516
C -4.18751 2.09961 0.57010
C 2.17775 -0.80772 0.23749
C 0.17798 -1.59338 -0.88289
C -2.81714 1.58140 0.96735
C 0.41014 1.75832 -1.76122
C -4.19738 -2.38600 -0.12623
C 1.40939 -0.61892 1.39211
C 0.05997 -0.89364 1.40404
C 5.82344 -1.14023 -0.31310
C -1.91177 1.38993 -1.37416
C 0.61953 2.08617 -0.43339
C -0.57316 -1.38642 0.26630
C -5.24261 1.01331 0.82637
C 4.04107 0.67577 0.83251
C 5.47871 0.46859 1.31192
C -0.45045 2.02738 0.43479
C 1.52798 -1.30296 -0.89534
C 4.38627 -0.99723 -0.82772
C -0.83792 1.40601 -2.24384
C -1.72341 1.69422 -0.02696
H -4.40562 2.96576 1.19917
H 6.49973 -1.38653 -1.13314
H 1.60501 2.36106 -0.09438
H -0.51437 -0.72457 2.30319
H -4.34090 -3.25148 0.52466
H 2.06982 -1.44946 -1.81554
H 4.04362 1.46596 0.06231
H -5.20915 0.68795 1.86540
H -0.95776 1.14317 -3.28241
H -0.29683 -1.97658 -1.76999
H 5.85381 -1.94343 0.43940
H 5.90130 1.40270 1.68602
H 5.49014 -0.28677 2.11273
H 1.87591 -0.26574 2.29883
H -4.80414 -2.49398 -1.03009
H -6.23453 1.39549 0.58441
H -2.88040 1.08761 -1.74212
H -0.31710 2.25061 1.48209
H 3.41591 0.99520 1.66422
H 4.36728 -0.27530 -1.65971
H 4.05025 -1.97093 -1.18413
H -2.40306 -1.29306 1.17235
H -4.20673 2.40845 -0.47352
*
```

Atom charges from the Löwdin analysis, given in e for atoms 1 to 8: number 1, F, carries 0.068; number 2, O, carries 0.127; number 3, O, carries 0.006; number 4, O, carries 0.097; number 5, O, carries 0.084; number 6, O, carries -0.130; number 7, N, carries 0.156; number 8, N, carries -0.100